The following is a quantum chemistry calculation of one molecule with the formula CH3IO3 in a non-equilibrium geometry, from the OMol25 dataset.

Calculated values
DFT total energy: -15324.46054 eV
Expectation value of S²: 2.0057
Frontier orbital gap (spin up / spin down): 6.218 / 6.451 eV
2S+1: 3
Energy relative to the best compared isomer or geometry (same formula, charge and spin): 53.0 kJ/mol
LUMO level (spin up / spin down): 0.610 / -3.291 eV

```
8
Properties=species:S:1:pos:R:3:forces:R:3:mulliken_spin:R:1
C 0.138 -0.017 -0.017 -0.5 2.2 -1.0 0.5263
O 1.388 0.303 -0.401 -1.2 3.6 0.8 0.0523
O -0.139 -1.316 -0.215 -1.5 -0.3 -0.6 0.0817
O -0.965 0.776 -0.472 0.4 0.0 -0.7 0.0448
I 0.067 0.235 2.319 0.0 0.3 3.4 1.2823
H 1.758 -0.443 -0.751 1.8 -3.1 -1.7 0.0068
H -1.092 -1.199 -0.399 0.1 -1.1 -0.1 0.0004
H -1.155 1.661 -0.064 1.0 -1.4 0.0 0.0053
```
Positions in Å, forces in eV/Å.



The following is a quantum chemistry calculation of one molecule with the formula ClHNO3P in a non-equilibrium geometry, from the OMol25 dataset.

Calculated values
DFT total energy: -29458.33743 eV
Frontier orbital gap: 7.996 eV
2S+1: 1
Energy relative to the best compared isomer or geometry (same formula, charge and spin): 42.3 kJ/mol
LUMO level: -3.098 eV

```
7
Properties=species:S:1:pos:R:3:forces:R:3:mulliken_charge:R:1
N -1.636 0.089 0.237 2.7 0.1 -0.6 0.0409
O 1.786 0.855 -1.081 -1.0 0.2 0.8 -0.5504
O -0.691 -0.240 -0.495 -3.5 1.0 0.0 -0.0580
O 0.615 0.776 1.389 0.7 0.7 -0.1 -0.5638
P 1.073 0.322 0.084 1.0 -1.0 0.3 1.0705
Cl 1.369 -1.683 0.101 0.6 -0.3 0.2 -0.1997
H -2.515 -0.120 -0.236 -0.4 -0.7 -0.7 0.2606
```
Positions in Å, forces in eV/Å.



The following is a quantum chemistry calculation of C28H40AuN2O2P2 as an isolated structure, from the OMol25 dataset.

Calculated values
DFT total energy: -59027.82522 eV
Net charge: +1
Frontier orbital gap: 7.010 eV
2S+1: 1
Energy relative to the best compared isomer or geometry (same formula, charge and spin): 0.0 kJ/mol
LUMO level: -3.260 eV

```
75
Properties=species:S:1:pos:R:3:forces:R:3:mulliken_charge:R:1
Au 0.312 0.168 0.198 0.3 0.1 0.2 0.9435
C -1.257 3.605 -2.886 0.0 0.0 0.1 -1.5909
C -0.410 3.153 -1.697 0.0 0.1 0.0 0.8285
C -1.170 3.341 -0.382 0.0 0.0 0.0 -1.4436
P 0.107 1.401 -1.802 -0.2 -0.1 -0.2 -0.9001
C 1.578 1.123 -2.856 0.3 0.2 0.2 1.0894
C 1.604 1.899 -4.172 0.1 0.0 0.0 -1.4640
C 1.805 -0.374 -3.055 -0.1 0.0 -0.1 -1.6768
C -1.263 0.443 -2.478 0.0 0.1 -0.2 0.1944
C -1.638 0.468 -3.824 -0.1 0.0 0.0 -0.4457
C -2.646 -0.352 -4.294 0.0 0.0 0.2 -1.0841
C -3.266 -1.226 -3.403 0.0 0.1 -0.1 -0.9172
C -2.919 -1.252 -2.069 0.0 -0.1 0.0 -0.6499
C -1.930 -0.392 -1.580 0.0 0.0 0.1 0.8893
N -1.545 -0.363 -0.238 -0.3 -0.3 0.0 0.0622
C -2.368 -0.820 0.802 0.0 0.2 -0.3 0.0657
C -3.763 -0.724 0.739 0.0 0.1 0.0 -0.4751
C -4.539 -1.196 1.778 0.0 -0.1 0.1 -0.8632
C -3.955 -1.760 2.911 0.0 0.1 -0.1 -0.9214
C -2.577 -1.808 2.994 -0.1 0.0 0.0 -0.6230
C -1.782 -1.324 1.955 0.1 -0.1 0.2 0.1424
P 0.030 -1.358 2.018 -0.4 0.2 0.2 0.1512
C 0.394 -0.688 3.690 0.2 0.0 0.0 0.8546
C -0.346 0.640 3.872 -0.1 0.0 0.0 -1.4884
C 1.878 -0.498 4.010 0.0 -0.1 0.1 -1.6800
C 0.302 -3.177 1.923 0.3 0.1 -0.1 0.5554
C 1.693 -3.727 2.215 -0.1 0.0 0.1 -1.4670
C -0.203 -3.667 0.565 -0.1 0.0 0.0 -1.4645
H -1.486 4.663 -2.753 0.0 0.0 0.0 0.5255
H -2.201 3.062 -2.933 0.0 0.0 0.0 0.3140
H -0.751 3.497 -3.844 0.0 0.0 0.0 0.3205
H 0.522 3.716 -1.649 0.0 0.0 -0.1 0.6888
H -2.074 2.726 -0.363 0.0 0.0 0.0 0.2436
H -1.472 4.382 -0.280 0.0 0.0 0.0 0.5344
H -0.551 3.083 0.477 0.0 0.0 0.0 0.2918
H 2.392 1.521 -2.239 -0.1 -0.1 -0.1 0.3653
H 0.897 1.509 -4.901 -0.1 0.0 0.0 0.2860
H 2.600 1.797 -4.603 0.0 0.0 0.0 0.4614
H 1.421 2.963 -4.032 0.0 0.0 0.0 0.3947
H 1.053 -0.803 -3.718 0.0 0.0 0.0 0.3088
H 1.778 -0.930 -2.114 0.0 0.0 0.0 0.3023
H 2.785 -0.534 -3.503 0.0 0.0 0.0 0.4784
H -1.140 1.135 -4.511 0.0 0.0 0.0 0.2659
H -2.934 -0.323 -5.333 0.0 0.0 -0.1 0.4833
H -4.026 -1.908 -3.759 0.0 0.0 0.0 0.4261
H -3.393 -1.960 -1.404 0.0 0.0 0.0 0.5907
H -4.230 -0.256 -0.116 0.0 0.0 0.0 0.6621
H -5.615 -1.115 1.709 0.0 0.0 0.0 0.4218
H -4.565 -2.133 3.719 0.0 0.0 0.0 0.4665
H -2.117 -2.213 3.888 0.0 0.0 0.0 0.3749
H -0.014 -1.443 4.372 0.0 0.0 0.0 0.6631
H -0.107 1.330 3.058 0.0 0.0 0.0 0.2612
H -0.011 1.106 4.797 0.0 0.0 0.0 0.4744
H -1.427 0.527 3.914 0.0 0.0 0.0 0.2804
H 2.261 0.392 3.510 0.0 0.0 0.0 0.3203
H 2.499 -1.341 3.722 0.0 0.0 0.0 0.2972
H 1.982 -0.343 5.084 0.0 0.0 0.0 0.5239
H -0.383 -3.507 2.715 0.0 -0.1 -0.1 0.4616
H 2.413 -3.421 1.466 0.0 0.0 -0.1 0.2935
H 1.631 -4.816 2.213 0.0 0.0 0.0 0.4933
H 2.069 -3.420 3.189 0.0 0.0 0.0 0.3215
H 0.392 -3.240 -0.245 0.0 0.0 0.0 0.2706
H -1.250 -3.419 0.393 0.0 0.0 0.0 0.1780
H -0.097 -4.751 0.515 0.0 0.0 0.0 0.5501
O 2.135 2.864 -0.343 -0.2 0.4 -0.1 -0.5077
C 2.738 2.002 0.248 0.0 -0.1 0.3 0.2711
C 4.194 2.049 0.650 0.1 0.1 0.0 -0.7538
C 4.501 0.628 1.099 0.1 0.0 0.0 -0.5469
C 3.153 -0.054 1.106 0.1 0.0 0.0 0.0437
O 2.937 -1.193 1.440 0.0 -0.4 -0.1 -0.4056
N 2.176 0.809 0.657 0.3 -0.1 -0.3 0.3747
H 4.298 2.774 1.460 0.0 0.0 0.0 0.3325
H 4.792 2.410 -0.184 0.0 0.0 0.0 0.3665
H 4.953 0.554 2.087 0.0 0.0 0.0 0.2867
H 5.148 0.087 0.407 0.0 0.0 0.0 0.3213
```
Positions in Å, forces in eV/Å.



The following is a quantum chemistry calculation of C38H88CdN5O18 as an isolated structure in a non-equilibrium geometry, from the OMol25 dataset.

Calculated values
DFT total energy: -89694.97677 eV
Net charge: -1
Frontier orbital gap: 6.507 eV
2S+1: 1
Energy relative to the best compared isomer or geometry (same formula, charge and spin): 102.9 kJ/mol
LUMO level: 1.854 eV

```
150
Properties=species:S:1:pos:R:3:forces:R:3:mulliken_charge:R:1
Cd -3.498 1.292 2.429 0.1 0.2 -2.0 1.3123
C -3.380 0.881 6.643 -2.7 -0.4 -5.5 -0.8290
C -2.307 0.924 7.432 2.0 -1.5 5.8 0.5488
C -0.904 1.090 6.881 4.1 0.9 2.8 0.3488
O 0.108 1.317 7.644 -3.0 -0.5 -0.9 -0.7589
C -0.614 0.972 5.537 -2.7 -0.8 -4.0 -0.8113
C -1.706 0.884 4.605 0.3 0.4 3.7 0.7692
C -3.199 0.874 5.237 3.4 0.8 2.6 1.1051
O -4.093 0.922 4.391 -3.1 0.0 -1.0 -1.0610
O -1.689 0.879 3.362 2.0 0.1 -0.5 -0.7790
O -2.432 0.661 8.674 0.6 0.9 -2.0 -0.7595
H -4.392 0.686 6.965 0.0 0.3 0.5 0.2959
H 0.397 0.986 5.156 0.1 0.2 0.2 0.4534
C -0.893 0.046 0.121 -0.4 0.1 -0.2 0.0900
C -1.891 1.057 -0.492 0.2 -0.5 1.0 0.8792
O -2.901 1.497 0.399 -0.1 0.7 -0.7 -0.7956
H -0.014 -0.152 -0.492 -0.1 0.1 -0.5 -0.1560
H -1.382 -0.912 0.294 0.1 0.0 0.2 -0.5442
H -0.459 0.459 1.032 -0.4 0.0 0.3 0.3968
H -2.388 0.678 -1.385 0.0 -0.5 -0.2 0.1523
H -1.235 1.832 -0.887 -0.1 0.9 0.1 -0.7119
O -5.218 1.689 -1.436 -0.7 0.2 -0.6 -0.7010
H -5.425 0.755 -1.450 0.0 -0.2 0.0 0.3098
H -4.483 1.763 -0.827 0.9 0.0 0.7 0.2803
O -3.452 -0.917 2.302 -0.1 0.1 -0.3 -0.5339
H -3.896 -1.596 2.809 -0.7 -0.6 0.1 0.2081
H -2.742 -1.378 1.855 0.3 -0.1 -0.5 0.1479
O -1.464 4.571 -0.395 0.3 0.3 -0.3 -0.6151
H -1.937 5.086 0.258 -0.1 0.1 0.2 0.2690
H -1.877 3.708 -0.367 -0.3 -0.5 0.2 0.2895
C -5.984 -2.303 7.243 -0.3 -0.1 -0.6 -0.3910
O -6.326 -2.632 5.878 0.1 0.4 1.1 -0.4654
C -5.164 -2.883 5.130 -1.0 -1.5 -1.0 0.4191
C -5.690 -3.491 3.787 0.3 1.3 -1.1 -1.0099
N -4.757 -3.276 2.643 -0.4 -1.1 1.5 -0.2452
C -3.685 -4.253 2.759 1.0 2.1 -2.0 -0.3219
C -2.725 -4.137 1.494 1.0 -1.3 1.2 -1.0432
O -1.816 -3.032 1.334 -0.4 -0.5 0.3 0.0031
C -0.965 -2.761 2.447 -0.2 0.6 1.0 -0.4354
H -5.642 -3.140 7.851 0.3 -0.6 -0.4 0.2640
H -6.901 -1.999 7.748 0.2 0.6 -0.3 0.3164
H -5.169 -1.580 7.210 -0.3 0.4 0.4 -0.0021
H -4.581 -3.602 5.706 0.3 -0.4 -0.2 0.2302
H -4.498 -2.039 4.954 -0.3 0.6 0.0 -0.0502
H -6.557 -2.971 3.380 -0.4 0.4 1.1 0.3814
H -6.005 -4.533 3.855 0.3 -0.3 0.4 0.3153
H -5.279 -3.383 1.785 0.1 -0.1 -0.2 0.2624
H -4.021 -5.282 2.883 0.0 -0.2 -0.1 0.5073
H -3.168 -3.914 3.657 0.5 -0.6 0.0 0.1393
H -3.178 -4.317 0.519 -0.6 0.6 0.2 0.3756
H -2.114 -5.035 1.587 0.5 -0.2 0.1 0.5108
H -0.467 -3.566 2.988 -0.2 -0.8 -0.6 0.5703
H -1.553 -2.263 3.218 0.0 0.2 0.2 0.1987
H -0.174 -2.054 2.193 -0.3 0.0 -0.5 -0.3302
C 5.599 1.530 -6.770 0.2 -0.1 -0.2 -0.7353
O 4.547 2.087 -6.046 -1.2 -0.2 0.4 -0.2477
C 3.465 1.133 -5.977 -0.3 0.2 1.6 -0.7833
C 2.389 1.566 -4.924 -0.3 -0.3 -2.4 0.9831
N 2.900 1.454 -3.602 0.3 0.6 0.9 0.0340
C 1.926 1.773 -2.541 -0.2 1.8 -0.2 0.4415
C 1.599 3.298 -2.315 -0.5 -0.6 -0.3 -0.3732
O 2.704 3.978 -1.792 1.8 0.2 0.6 -0.4662
C 2.639 5.417 -1.755 -1.1 -1.3 -1.1 -0.4760
H 6.000 0.648 -6.269 0.0 -0.3 0.1 0.2139
H 6.422 2.237 -6.875 -0.2 0.2 0.0 0.2464
H 5.218 1.241 -7.749 0.3 -0.1 -0.3 0.3286
H 3.873 0.199 -5.590 0.1 -0.2 0.0 0.2662
H 3.028 0.896 -6.947 0.0 0.5 -0.3 0.4485
H 1.480 0.980 -5.062 0.2 -0.6 0.0 -0.3852
H 2.010 2.548 -5.205 0.2 0.6 0.1 -0.6401
H 3.588 2.194 -3.609 0.7 0.0 0.7 0.4727
H 2.262 1.416 -1.567 0.1 -0.3 -0.1 0.1685
H 0.983 1.301 -2.817 0.0 -0.1 0.2 -0.4651
H 0.749 3.344 -1.633 -0.1 -0.1 0.5 0.6068
H 1.209 3.799 -3.200 0.2 -0.1 -0.6 -0.1113
H 3.528 5.911 -1.365 -0.1 -0.7 0.6 0.2803
H 1.699 5.650 -1.253 0.2 0.6 0.2 0.2991
H 2.586 5.742 -2.794 -0.3 0.3 -0.2 0.0026
C -2.561 -3.022 7.746 -0.2 0.5 0.6 -0.4231
O -1.214 -2.713 7.762 1.7 -0.7 -0.5 -0.4750
C -0.611 -2.843 6.458 0.0 0.9 1.3 0.2752
C 0.931 -2.612 6.458 -1.3 -0.6 -0.3 -1.0059
N 1.265 -2.479 5.058 0.8 0.0 -0.1 0.1982
C 2.698 -2.597 4.835 0.5 1.0 -2.1 -1.0207
C 2.944 -2.454 3.284 -0.9 -0.9 0.1 -0.3636
O 2.788 -1.172 2.736 -0.2 1.5 0.6 -0.4420
C 2.534 -1.127 1.331 0.7 -0.7 0.5 0.1168
H -2.769 -4.072 7.540 0.0 -0.3 -0.4 0.4099
H -3.068 -2.351 7.052 -0.3 -0.1 -0.2 -0.0735
H -2.930 -2.820 8.751 -0.1 0.1 0.0 0.3204
H -1.124 -2.097 5.852 0.2 0.3 -0.5 -0.2722
H -0.821 -3.817 6.016 0.0 -0.3 0.1 0.2873
H 1.429 -3.530 6.769 0.0 0.1 0.6 0.4477
H 1.289 -1.749 7.019 -0.4 0.0 0.5 0.3607
H 0.994 -1.543 4.794 -0.1 0.3 -0.4 -0.0994
H 3.130 -3.535 5.185 -0.5 -0.4 -0.3 0.5209
H 3.334 -1.870 5.339 -0.2 0.6 0.3 0.3830
H 2.139 -3.020 2.815 0.0 -0.8 0.1 0.2187
H 3.893 -2.900 2.988 0.4 0.0 0.0 0.4327
H 3.375 -1.625 0.848 -0.1 0.0 -0.5 0.2589
H 2.449 -0.110 0.948 0.2 0.1 0.5 0.1490
H 1.613 -1.639 1.050 -0.1 -0.3 0.1 -0.3255
C 2.796 4.901 -6.642 0.7 -1.1 -0.1 -0.5596
O 1.443 5.098 -6.791 -1.0 0.9 -0.1 -0.4014
C 0.894 6.126 -5.982 -0.9 0.2 -0.5 -0.3014
C -0.574 5.754 -5.822 -0.1 -0.4 1.0 -0.8799
N -0.684 4.485 -5.067 0.0 1.0 -0.2 0.0847
C -2.019 3.898 -4.869 0.8 -0.8 -0.8 -1.1190
C -1.837 2.593 -4.104 1.0 0.0 0.3 0.2272
O -1.022 1.623 -4.804 -0.3 1.0 -0.9 -0.4238
C -1.027 0.295 -4.322 -1.2 1.2 0.4 -0.4677
H 3.076 4.121 -7.350 0.0 -0.2 0.1 0.1814
H 2.933 4.513 -5.633 0.8 0.2 0.1 0.2069
H 3.437 5.744 -6.900 -0.1 0.5 0.3 0.3643
H 0.953 7.097 -6.473 0.0 0.1 -0.6 0.4792
H 1.402 6.335 -5.040 0.2 -0.9 0.3 0.0836
H -0.990 5.662 -6.826 -0.2 0.1 -0.2 0.3468
H -1.093 6.548 -5.287 -0.1 0.0 0.0 0.4395
H -0.117 3.864 -5.628 -0.1 -0.6 0.2 0.0166
H -2.518 3.702 -5.819 -0.2 -0.1 -0.4 0.3981
H -2.717 4.513 -4.302 0.4 0.3 0.2 0.4282
H -2.806 2.213 -3.780 0.0 -0.4 0.0 0.5133
H -1.225 2.898 -3.255 -0.3 -0.2 0.6 -0.2201
H -0.327 -0.271 -4.936 -0.2 -0.2 0.3 0.2922
H -2.060 -0.052 -4.372 -0.1 -0.7 -0.4 0.6234
H -0.830 0.301 -3.250 0.6 -0.3 0.1 -0.3014
C 7.462 -1.046 -2.903 0.1 0.2 0.8 -0.6483
O 6.560 -1.939 -3.481 0.5 -1.0 -0.9 -0.4738
C 5.221 -1.545 -3.541 -1.0 0.4 1.3 -0.0901
C 4.607 -1.476 -2.094 -0.2 -0.5 -0.1 -1.2784
N 3.128 -1.366 -1.955 1.7 -0.2 -0.1 0.8263
C 2.420 -2.533 -2.477 -1.4 0.2 -0.4 -0.8708
C 0.898 -2.355 -2.181 0.2 0.4 -1.1 1.5078
O 0.066 -3.328 -2.843 0.5 -0.6 0.5 -0.5388
C -1.297 -3.211 -2.462 0.5 1.3 0.9 0.0089
H 7.390 -1.098 -1.817 0.0 0.1 0.3 0.2842
H 7.304 -0.003 -3.178 -0.2 0.1 -0.3 0.2714
H 8.487 -1.320 -3.152 -0.2 -0.2 -0.3 0.2592
H 4.616 -2.265 -4.091 0.5 -0.3 -0.2 0.2257
H 5.156 -0.615 -4.107 -0.2 0.4 0.3 0.0545
H 5.137 -0.726 -1.506 -0.5 0.5 -0.1 0.5532
H 4.881 -2.393 -1.571 0.2 -0.4 -0.3 0.5120
H 2.928 -0.490 -2.417 -0.8 0.0 -0.4 -0.5250
H 2.866 -3.470 -2.146 -0.1 0.1 0.7 0.5076
H 2.419 -2.636 -3.562 0.3 0.2 -0.4 0.3242
H 0.667 -1.418 -2.688 -0.1 0.5 0.0 -0.7270
H 0.655 -2.139 -1.141 0.0 -0.8 0.3 -0.4187
H -1.362 -3.209 -1.374 -0.1 -0.5 0.3 -0.1443
H -1.984 -3.939 -2.893 0.6 -0.2 -0.2 0.3880
H -1.637 -2.200 -2.686 -0.3 0.2 -0.5 -0.0054
```
Positions in Å, forces in eV/Å.



Which of these has the lowest energy relative to the best compared isomer or geometry (same formula, charge and spin)?
C28H40AuN2O2P2



energy relative to the best compared isomer or geometry (same formula, charge and spin) of number 3 (C28H40AuN2O2P2)?
0.0 kJ/mol